(1)
This record from the OMol25 dataset describes a molecular structure, C5H8O. The level of theory is ωB97M-V/def2-TZVPD.

Results
HOMO-LUMO gap (eV): 7.948
Energy (Ha): -270.38852
Charge: 0
LUMO level (eV): 0.68
HOMO (eV): -7.27

```
14
Properties=species:S:1:pos:R:3:forces:R:3:lowdin_charge:R:1
C -0.5142 1.9894 -0.3977 0.1857 0.2223 -0.1009 -0.042
C -0.9867 -0.1071 0.3203 0.0803 -0.1048 0.1125 -0.164
O -0.8326 -0.9156 -0.7433 -0.0581 0.0096 0.0380 -0.081
C 0.3851 -1.6674 -0.6371 0.1729 -0.1237 -0.0247 -0.167
C 0.9686 -1.2337 0.6706 -0.1973 0.1909 0.0601 -0.053
C 0.1814 -0.2827 1.1883 0.1235 -0.2433 -0.1012 -0.091
H -1.2010 2.4088 -1.1367 -0.0061 -0.0969 0.0804 0.030
H -0.3751 2.6715 0.4428 -0.0283 -0.1056 -0.0253 0.030
H 0.4399 1.7399 -0.8621 -0.1483 -0.1486 0.1071 0.032
H -1.3940 0.9899 0.1003 -0.0684 0.2404 -0.0539 0.032
H 0.1086 -2.7281 -0.6619 0.0523 0.1428 -0.0044 0.129
H 1.0322 -1.4576 -1.4989 -0.0233 -0.0256 0.0793 0.126
H 1.8704 -1.6565 1.0947 -0.0867 0.0785 -0.0501 0.107
H 0.3174 0.2492 2.1207 0.0019 -0.0361 -0.1170 0.112
```
Positions in Å, forces in eV/Å.

---

(2)
This record from the OMol25 dataset describes a molecular structure, C5H8O. The level of theory is ωB97M-V/def2-TZVPD.

Results
HOMO-LUMO gap (eV): 8.396
Energy (Ha): -270.41798
Charge: 0
LUMO level (eV): 0.84
HOMO (eV): -7.55

```
14
Properties=species:S:1:pos:R:3:forces:R:3:lowdin_charge:R:1
O 0.0391 -2.0278 -1.2088 -0.1182 -0.4166 -0.1314 0.073
C 0.0037 -0.8751 -0.5272 -0.8160 -0.1184 0.3485 -0.384
C 0.5005 0.4396 -1.1249 -0.0796 -0.7688 -0.0564 -0.129
C 0.6006 1.1406 0.2004 1.5980 -2.5346 1.4360 -0.216
C -0.6546 0.8113 0.9718 -0.0305 -0.5001 0.3131 -0.197
C -0.4822 -0.6877 0.7322 -1.5037 -0.7312 -0.6512 -0.110
H -0.5997 -2.5974 -0.7614 0.1876 -0.2807 -0.2652 0.115
H 1.0450 -0.0381 0.7333 1.0589 4.2785 -0.6729 0.191
H -0.2775 0.7110 -1.8569 0.0554 0.5888 0.3102 0.125
H 1.4603 0.4458 -1.6521 -0.1968 -0.5855 0.0838 0.122
H 1.3305 1.8582 0.4788 -0.1365 1.4781 -0.4172 0.082
H -1.6458 1.0842 0.5628 0.4731 0.3774 -0.1277 0.111
H -0.6050 1.1875 1.9963 0.0315 -0.4841 0.0221 0.107
H -0.7151 -1.4521 1.4558 -0.5232 -0.3026 -0.1916 0.111
```
Positions in Å, forces in eV/Å.

---

(3)
This record from the OMol25 dataset describes a molecular structure, C5H8O. The level of theory is ωB97M-V/def2-TZVPD.

Results
HOMO-LUMO gap (eV): 9.559
Energy (Ha): -270.35909
Charge: 0
LUMO level (eV): 0.85
HOMO (eV): -8.71

```
14
Properties=species:S:1:pos:R:3:forces:R:3:lowdin_charge:R:1
O -0.8264 -1.0358 1.5101 -1.0164 -0.0843 -0.6305 -0.028
C -0.4833 -0.3807 0.2184 -0.7325 -0.4321 0.3857 -0.488
C 0.3563 -1.1328 -0.7603 -0.3313 -0.2930 0.2369 -0.059
C 0.9909 -0.2085 0.2723 -0.3847 -0.3256 0.7740 -0.156
C 0.7913 1.2650 -0.2901 0.0571 -0.0538 0.3158 -0.128
C -0.7371 1.1025 -0.0273 -0.2349 -0.1407 0.0446 -0.099
H -1.0036 -1.9814 1.3991 -0.2883 0.2249 -0.2596 0.108
H 0.5014 -2.1956 -0.5986 -0.1801 0.0625 0.0720 0.092
H 0.2378 -0.8854 -1.8247 0.3238 0.1460 0.5226 0.112
H 0.5876 -0.8162 1.5094 2.6325 1.6489 -1.9974 0.238
H 1.2810 2.0765 0.2533 -0.1393 -0.1836 0.0509 0.090
H 1.0250 1.4046 -1.3622 0.0976 -0.4013 0.5186 0.103
H -1.0180 1.5954 0.9090 0.0184 -0.1511 -0.1374 0.114
H -1.4622 1.3760 -0.8039 0.1782 -0.0168 0.1037 0.101
```
Positions in Å, forces in eV/Å.

---

(4)
This record from the OMol25 dataset describes C5H8O in the gas phase. The level of theory is ωB97M-V/def2-TZVPD.

Results
HOMO-LUMO gap (eV): 10.619
Energy (Ha): -270.46723
Charge: 0
LUMO level (eV): 1.02
HOMO (eV): -9.59

```
14
Properties=species:S:1:pos:R:3:forces:R:3:lowdin_charge:R:1
O 1.4039 -1.4364 -0.1109 0.0345 0.2001 -0.0230 -0.006
C 0.8469 -0.6222 0.8806 -0.0111 0.6837 0.2191 -0.321
C 0.5094 0.7546 0.3761 -0.0835 0.3983 0.2827 -0.167
C -0.2009 0.7322 -1.0026 0.0606 0.0861 -0.0305 -0.134
C -1.2070 -0.3203 -0.4753 -0.1290 -0.0300 -0.0022 -0.126
C -0.5693 -0.2064 0.9035 -0.3948 -0.0333 0.3315 -0.163
H 1.7438 -0.6570 -0.5669 0.7416 -1.1536 -1.1193 0.087
H 1.3383 -0.6980 1.8514 -0.1151 0.1737 -0.1740 0.150
H 0.9441 1.6439 0.8166 -0.2385 -0.0290 0.0882 0.125
H 0.3429 0.4837 -1.9257 0.0891 0.0198 0.3249 0.103
H -0.6964 1.6954 -1.1597 0.1129 -0.1625 0.0179 0.108
H -2.2484 0.0056 -0.4950 0.1487 0.0083 -0.0860 0.106
H -1.1224 -1.3103 -0.9338 -0.0434 0.1493 0.1475 0.110
H -1.0850 -0.0648 1.8418 -0.1719 -0.3108 0.0231 0.129
```
Positions in Å, forces in eV/Å.

---

(5)
This record from the OMol25 dataset describes C5H8O in the gas phase. The level of theory is ωB97M-V/def2-TZVPD.

Results
HOMO-LUMO gap (eV): 10.773
Energy (Ha): -270.51278
Charge: 0
LUMO level (eV): 1.03
HOMO (eV): -9.74

```
14
Properties=species:S:1:pos:R:3:forces:R:3:lowdin_charge:R:1
O -1.7109 0.8539 1.9764 0.1407 -0.3887 -0.1853 0.058
C -1.2049 -0.1204 1.4760 -0.1011 0.3404 0.1541 -0.245
C 0.1100 -0.1308 0.7446 -0.0925 0.0403 0.1889 -0.279
C 0.4673 1.0997 -0.1264 0.0478 0.1600 0.0182 -0.127
C 0.6482 0.1510 -1.3390 0.0811 0.0135 -0.1875 -0.165
C 0.0701 -1.0196 -0.5141 -0.1450 -0.2147 -0.0562 -0.152
H -1.7281 -1.1105 1.4836 0.1053 0.2334 0.1387 0.130
H 0.9020 -0.3897 1.4592 -0.1453 -0.0711 -0.1134 0.150
H -0.3601 1.8109 -0.2159 0.1021 -0.1789 -0.0052 0.110
H 1.3597 1.6571 0.1721 -0.1744 -0.1206 0.0012 0.105
H 0.0850 0.4122 -2.2392 0.1465 -0.0407 0.1143 0.100
H 1.6946 -0.0106 -1.6101 -0.1245 0.1061 0.0233 0.102
H -0.9666 -1.2479 -0.7955 0.2055 -0.0466 0.0286 0.108
H 0.6337 -1.9554 -0.4716 -0.0463 0.1678 -0.1196 0.105
```
Positions in Å, forces in eV/Å.

---

(6)
This record from the OMol25 dataset describes C5H8O in the gas phase. The level of theory is ωB97M-V/def2-TZVPD.

Results
HOMO-LUMO gap (eV): 10.499
Energy (Ha): -270.45843
Charge: 0
LUMO level (eV): 0.99
HOMO (eV): -9.51

```
14
Properties=species:S:1:pos:R:3:forces:R:3:lowdin_charge:R:1
C 0.8155 1.0556 -1.4992 0.1395 0.1569 -0.0581 -0.114
O -0.5693 1.0733 -1.2544 -0.3964 0.0101 -0.0749 -0.192
C -1.1984 -0.1724 -1.4418 -0.2554 -0.3244 -0.1600 -0.249
C -0.8901 -1.0265 -0.2841 0.4957 0.1783 0.6763 -0.006
C -0.3743 -1.2583 0.7827 -0.2005 0.3338 -0.5683 -0.090
C 0.2870 -1.4173 2.0717 -0.0268 -0.1609 0.0819 -0.102
H 0.9754 1.0281 -2.5918 0.2823 -0.0243 0.3438 0.091
H 1.1648 2.0001 -1.0739 0.2768 -0.1710 -0.2712 0.090
H 1.3506 0.2171 -1.0045 -0.4040 0.3366 -0.2266 0.090
H -2.2715 0.0137 -1.5288 0.0867 0.0338 0.1237 0.122
H -0.8913 -0.6425 -2.3858 0.0999 0.0195 0.0654 0.119
H -0.1489 -0.7459 2.8256 0.0512 -0.2803 -0.2192 0.083
H 0.1564 -2.4552 2.3814 0.2026 0.0774 0.3189 0.075
H 1.3607 -1.1838 1.9981 -0.3516 -0.1854 -0.0317 0.082
```
Positions in Å, forces in eV/Å.

---

(7)
This record from the OMol25 dataset describes C5H8O in the gas phase. The level of theory is ωB97M-V/def2-TZVPD.

Results
HOMO-LUMO gap (eV): 10.533
Energy (Ha): -270.50410
Charge: 0
LUMO level (eV): 1.01
HOMO (eV): -9.52

```
14
Properties=species:S:1:pos:R:3:forces:R:3:lowdin_charge:R:1
C 1.6860 -0.1513 0.5684 0.1733 -0.2160 0.1464 -0.071
C 0.5072 0.1921 -0.2895 0.1829 -0.5395 -0.0029 -0.278
C -0.3026 -0.8525 -0.9751 0.2114 -0.2752 -0.6227 -0.093
C -0.9204 -0.2160 0.1971 0.6490 0.4798 0.1640 -0.221
O -2.3390 1.2396 1.1792 -0.5696 1.0429 0.0157 0.042
C -1.7106 0.9843 0.1823 -1.0381 -0.2203 0.2056 -0.282
H 1.4540 -1.0439 1.1521 0.1656 -0.0075 0.0240 0.081
H 1.9294 0.6546 1.2685 -0.0923 -0.1002 -0.1018 0.081
H 2.5741 -0.3528 -0.0368 -0.0272 0.0110 0.0432 0.078
H 0.6363 1.1196 -0.8720 -0.5453 -0.3164 0.5772 0.143
H -0.0327 -1.8855 -0.7955 0.0493 -0.0108 -0.1968 0.116
H -0.7135 -0.6318 -1.9483 0.0680 -0.0806 -0.1863 0.108
H -1.1554 -0.7994 1.0935 0.7821 0.2308 -0.2163 0.158
H -1.6913 1.6400 -0.7148 -0.0089 0.0021 0.1507 0.137
```
Positions in Å, forces in eV/Å.

---

(8)
This record from the OMol25 dataset describes a molecular structure, C5H8O. The level of theory is ωB97M-V/def2-TZVPD.

Results
HOMO-LUMO gap (eV): 9.467
Energy (Ha): -270.31233
Charge: 0
LUMO level (eV): 0.03
HOMO (eV): -9.44

```
14
Properties=species:S:1:pos:R:3:forces:R:3:lowdin_charge:R:1
O -0.8636 1.8941 0.1523 0.0465 -0.0399 0.0495 -0.111
C -0.8894 0.6604 0.5549 0.2205 0.0755 0.1384 -0.470
C -1.0521 -0.7830 -0.3723 -0.2354 -0.2625 -0.1505 -0.021
C 0.3330 -1.2955 -0.0769 -0.0789 -0.2421 0.0577 -0.169
C 1.1992 -0.2512 -0.7314 0.1430 0.0901 -0.0841 -0.076
C 0.4563 0.0792 0.5055 0.0697 0.3247 0.0749 -0.180
H 0.4495 2.0670 0.7139 -0.1257 -0.1362 -0.0161 0.135
H -1.4529 0.4289 1.4756 0.0744 -0.0166 -0.2387 0.148
H -1.2190 -0.5095 -1.4168 0.0556 0.0286 0.2342 0.123
H -1.8720 -1.3429 0.0738 0.1191 0.1014 -0.0499 0.115
H 0.6162 -2.2777 0.2836 -0.0864 0.1927 -0.0911 0.135
H 0.9327 0.1674 -1.7018 -0.0139 -0.0781 0.1536 0.119
H 2.2649 -0.3437 -0.5407 -0.1023 0.0094 -0.0240 0.117
H 1.0973 1.5065 1.0802 -0.0864 -0.0471 -0.0540 0.136
```
Positions in Å, forces in eV/Å.

---

(9)
This record from the OMol25 dataset describes C5H8O in the gas phase. The level of theory is ωB97M-V/def2-TZVPD.

Results
HOMO-LUMO gap (alpha / beta) (eV): 7.581 / 7.580
Energy (Ha): -270.41974
Charge: 0
LUMO level (alpha / beta) (eV): -0.32 / -0.32
HOMO (alpha / beta) (eV): -7.90 / -7.90

```
14
Properties=species:S:1:pos:R:3:forces:R:3:lowdin_charge:R:1
C -0.0673 1.5978 -0.6121 -0.0145 0.0589 -0.0957 -0.098
C -0.0737 -0.7227 0.3189 0.0049 -0.1210 -0.0116 -0.308
C -0.4878 -1.3332 -0.9789 0.0323 0.0141 -0.0411 0.006
O -0.0713 -1.6033 1.2994 0.0574 0.1600 0.0399 0.099
C 0.2900 0.6176 0.4891 0.1788 0.1667 0.1532 -0.402
C 1.1024 1.0419 1.5503 -0.2747 -0.3710 -0.1141 0.107
H 0.2325 2.5926 -0.2764 -0.0430 -0.1467 -0.0612 0.069
H 0.4468 1.3968 -1.5613 -0.0546 -0.0131 0.1459 0.073
H -1.1456 1.6139 -0.8165 0.1517 -0.0185 0.0087 0.076
H -0.3821 -2.4195 -0.9394 -0.0302 0.1694 0.0196 0.093
H 0.1107 -0.9270 -1.7974 -0.1057 -0.0158 0.1038 0.093
H -1.5365 -1.0923 -1.1857 0.1037 0.0236 0.0497 0.106
H 0.1778 -1.1240 2.1157 0.0538 -0.0712 -0.0938 0.110
H 1.2909 0.2059 2.2713 -0.0599 0.1647 -0.1033 -0.024
```
Positions in Å, forces in eV/Å.

---

(10)
This record from the OMol25 dataset describes a molecular structure, C5H8O. The level of theory is ωB97M-V/def2-TZVPD.

Results
HOMO-LUMO gap (eV): 9.657
Energy (Ha): -270.44716
Charge: 0
LUMO level (eV): 1.05
HOMO (eV): -8.60

```
14
Properties=species:S:1:pos:R:3:forces:R:3:lowdin_charge:R:1
C -1.1836 0.2472 0.9540 2.6179 -0.5196 -0.3650 0.038
C -1.9705 -0.0912 -0.0732 0.9164 0.4657 1.9396 -0.178
C 0.0634 0.0239 -0.1380 -2.0178 0.1183 2.5322 -0.470
C 0.8687 -1.2613 0.1187 -3.4528 0.1796 -1.1252 -0.011
C 0.9020 1.2156 -0.4329 1.4488 -0.5503 -0.6632 -0.024
O -1.0796 -0.2040 -1.0511 1.3445 -0.4431 -2.5243 -0.059
H -1.0573 0.4003 2.0416 -0.8342 -0.1377 -0.9386 0.096
H -2.9661 -0.3467 -0.2769 -1.3449 -0.0253 -0.0872 0.102
H 1.0701 -1.2621 1.1754 -0.3487 -0.8377 0.5279 0.076
H 1.8231 -1.2230 -0.3295 0.8667 -0.2312 -1.1069 0.049
H 0.0940 -1.9946 -0.3711 2.1208 0.3567 1.5764 0.138
H 0.6821 1.9711 0.2787 0.0857 0.9680 0.3564 0.070
H 0.7589 1.5491 -1.4370 -0.6098 0.5339 -0.6829 0.080
H 1.9948 0.9756 -0.4586 -0.7927 0.1229 0.5608 0.093
```
Positions in Å, forces in eV/Å.